Entry from the Open Molecules 2025 dataset: 15 unconnected molecules or ions with the total composition C99H219N9O15 (wB97M-V/def2-TZVPD).

Geometry as XYZ:
```
342
Properties=species:S:1:pos:R:3:forces:R:3:mulliken_charge:R:1
C -4.442 -2.614 -0.548 -0.83 1.04 -0.73 -1.403
C -4.832 -3.769 0.321 0.92 -1.97 0.64 2.748
C -3.550 -4.217 1.082 -0.26 -0.52 0.58 -0.372
C -3.792 -5.289 2.136 -1.63 0.69 0.07 -0.313
C -4.940 -4.874 3.100 2.58 0.62 1.07 -1.780
C -6.216 -4.456 2.470 -0.94 -0.37 -0.65 1.413
N -5.899 -3.532 1.339 -0.28 1.10 0.89 1.200
O -7.144 -2.991 0.854 1.11 -0.63 -0.41 -0.564
C -6.948 -5.714 2.105 -0.40 -1.29 -1.60 -1.816
C -7.174 -3.809 3.486 0.54 0.01 0.53 -1.610
C -5.273 -4.899 -0.619 -1.77 0.04 -0.18 -1.996
H -3.711 -2.975 -1.271 0.24 0.08 0.12 0.163
H -4.090 -1.695 -0.078 0.17 -0.31 0.41 -0.010
H -5.299 -2.294 -1.141 -0.20 0.01 -0.11 0.171
H -2.840 -4.687 0.401 0.01 0.49 -0.52 -0.025
H -3.056 -3.380 1.576 -0.05 0.28 -0.16 -0.506
H -2.862 -5.467 2.677 -0.17 -0.24 0.11 -0.051
H -4.158 -6.196 1.656 0.49 -0.31 -0.11 0.409
H -4.611 -4.018 3.690 0.40 0.22 0.15 0.236
H -5.011 -5.686 3.824 -0.71 -0.03 0.02 0.445
H -6.302 -6.554 1.854 0.23 -0.01 0.04 0.357
H -7.602 -6.069 2.902 -0.07 0.15 -0.14 0.497
H -7.511 -5.545 1.187 -0.59 -0.17 0.13 0.198
H -6.843 -2.802 3.741 -0.22 -0.06 0.28 0.076
H -8.250 -3.858 3.319 0.12 0.48 -1.10 0.340
H -7.163 -4.508 4.322 0.67 0.37 0.61 0.536
H -6.241 -4.544 -0.972 -0.32 0.07 -0.42 0.458
H -5.573 -5.819 -0.117 0.65 -0.13 0.09 0.354
H -4.751 -5.104 -1.554 0.64 0.12 0.39 0.273
H -7.573 -3.723 0.405 -0.39 -0.21 -0.31 0.411
C 2.541 2.723 3.774 1.19 -0.91 0.79 -1.407
C 2.120 3.539 5.009 -1.05 1.04 -0.44 2.869
C 0.669 3.817 4.697 -1.60 -0.30 -0.76 -1.148
C -0.224 4.308 5.810 0.99 0.40 0.82 -0.788
C -0.010 3.412 7.053 0.07 0.02 -0.88 -1.347
C 1.447 3.167 7.450 -0.87 0.41 0.53 1.545
N 2.145 2.700 6.204 -1.67 -0.09 0.32 1.016
O 3.433 2.323 6.470 1.15 -0.15 0.42 -0.577
C 2.034 4.462 8.137 -0.18 -1.33 -0.11 -1.543
C 1.421 1.987 8.477 1.27 0.83 -0.42 -1.839
C 2.916 4.896 5.128 0.03 -0.44 -0.35 -1.864
H 3.592 2.445 3.859 0.26 0.24 -0.31 0.518
H 2.331 3.155 2.795 0.06 0.48 0.24 0.014
H 2.041 1.755 3.806 -0.23 0.08 0.09 -0.220
H 0.626 4.425 3.793 0.07 0.67 0.17 0.350
H 0.148 2.939 4.315 0.47 -0.73 0.12 -0.371
H -1.275 4.272 5.521 0.04 0.21 -0.07 0.462
H 0.091 5.338 5.977 -0.45 0.29 0.50 0.389
H -0.371 2.429 6.750 -0.37 -0.12 0.21 0.136
H -0.549 3.750 7.938 -0.16 0.04 -0.09 0.449
H 3.114 4.396 7.999 0.09 0.84 -0.09 0.247
H 1.522 5.367 7.811 0.59 0.04 -0.44 0.285
H 1.891 4.458 9.218 -0.13 -0.39 0.06 0.503
H 0.968 1.108 8.019 0.16 -0.04 0.18 0.203
H 2.457 1.825 8.774 0.16 -0.62 -0.34 0.470
H 0.992 2.226 9.450 -0.73 0.32 -0.37 0.418
H 3.954 4.704 5.401 0.20 0.04 -0.16 0.471
H 2.567 5.673 5.809 -0.45 -0.51 0.30 0.314
H 2.913 5.410 4.168 0.17 -0.31 -0.28 0.271
H 3.847 3.173 6.633 1.02 0.11 0.26 0.329
C 4.556 4.698 0.286 0.66 0.03 -0.87 -1.382
C 3.409 5.271 -0.639 1.03 1.54 2.26 1.549
C 3.356 6.863 -0.344 0.64 -1.32 -0.55 -1.193
C 4.502 7.620 -1.013 -0.64 -0.08 0.95 -0.826
C 4.422 7.500 -2.482 -0.41 -1.39 -0.57 -1.291
C 4.408 5.966 -2.934 0.66 0.08 0.93 1.533
N 3.550 5.078 -2.072 -0.52 2.71 0.37 0.019
O 3.581 3.749 -2.407 1.21 -1.33 0.01 2.789
C 3.821 5.904 -4.298 0.03 -0.51 -0.92 -2.035
C 5.871 5.489 -2.989 -0.11 -0.68 0.49 -1.403
C 2.082 4.704 -0.208 -1.37 -0.17 -0.47 -1.385
H 4.549 4.994 1.335 -0.80 0.05 0.05 0.300
H 5.538 5.062 -0.019 0.06 0.22 -0.41 0.341
H 4.686 3.617 0.244 -0.52 -0.09 -0.05 -0.155
H 2.390 7.255 -0.664 -0.07 0.01 -0.34 0.328
H 3.436 7.131 0.710 -0.19 -0.79 0.30 0.444
H 5.477 7.263 -0.682 -0.03 0.09 0.41 0.345
H 4.333 8.647 -0.689 0.60 0.27 -0.12 0.467
H 5.299 7.969 -2.928 -0.12 -0.04 -0.37 0.403
H 3.520 8.031 -2.788 -0.08 -0.18 -0.46 0.396
H 4.549 6.413 -4.930 -0.72 0.68 -0.43 0.517
H 3.765 4.915 -4.754 0.21 -0.43 0.43 0.117
H 2.783 6.235 -4.263 0.17 0.65 -0.39 0.413
H 6.432 5.709 -2.081 -0.06 0.23 0.08 0.325
H 5.867 4.401 -3.053 0.15 0.15 -0.21 0.032
H 6.434 5.878 -3.837 -0.16 0.11 -0.04 0.496
H 1.996 3.618 -0.199 0.39 -0.12 0.06 -0.294
H 1.358 5.033 -0.954 -0.19 0.00 -0.20 0.071
H 1.652 5.081 0.720 0.59 0.08 0.37 0.684
H 2.808 3.532 -2.934 -0.42 0.13 -0.34 -0.808
C -5.590 0.298 -6.624 -1.02 0.10 0.94 -1.760
C -5.792 0.178 -5.062 1.85 2.26 0.63 1.868
C -4.577 1.093 -4.523 -0.56 -0.93 -0.09 -1.131
C -4.607 1.320 -3.030 0.23 1.31 -0.06 2.075
C -5.872 2.130 -2.714 -0.57 -2.06 -0.29 -2.168
C -7.151 1.315 -3.098 0.08 -0.62 0.49 2.120
N -7.083 0.780 -4.515 3.85 1.93 -0.54 0.083
O -8.150 0.064 -4.922 -1.33 -0.80 0.06 -0.470
C -7.445 0.133 -2.054 0.84 1.13 -0.10 -1.594
C -8.268 2.343 -3.095 -1.30 -0.81 0.02 -2.100
C -5.530 -1.274 -4.676 -0.97 0.12 0.15 -1.344
H -4.664 -0.198 -6.916 -0.11 -0.35 0.13 0.212
H -5.453 1.331 -6.943 -0.38 0.11 0.16 0.409
H -6.450 -0.134 -7.136 0.13 -0.06 -0.21 0.454
H -3.640 0.604 -4.790 -0.07 -0.33 -0.14 -0.164
H -4.530 2.045 -5.052 -0.44 0.11 -0.05 0.665
H -3.790 1.959 -2.694 0.49 0.03 -0.30 -1.178
H -4.402 0.379 -2.520 -0.77 -0.09 0.38 -0.208
H -5.933 3.048 -3.298 0.45 -0.02 -0.26 0.690
H -5.946 2.448 -1.675 -0.09 -0.30 0.15 0.455
H -8.161 -0.638 -2.336 -0.11 0.19 -0.44 0.358
H -6.515 -0.367 -1.784 0.08 -0.08 -0.15 0.132
H -7.808 0.530 -1.105 -0.11 0.24 -0.04 0.493
H -8.405 2.946 -2.198 0.54 -0.21 0.30 0.338
H -8.211 3.030 -3.938 0.02 -0.27 -0.12 0.423
H -9.158 1.714 -3.142 -0.57 0.53 -0.43 0.465
H -5.588 -1.486 -3.609 0.36 0.29 0.18 0.342
H -4.568 -1.587 -5.084 -0.18 -0.24 0.05 -0.238
H -6.363 -1.846 -5.084 0.24 -0.47 -0.42 0.716
H -8.108 -0.719 -4.368 -0.57 -0.78 0.06 0.361
C -0.612 -6.901 5.515 0.23 1.11 -0.09 -1.919
C 0.661 -6.222 6.068 -0.30 -1.23 1.40 1.588
C 1.412 -7.468 6.829 0.36 1.86 -0.35 -1.260
C 2.917 -7.185 7.112 -1.40 0.08 -1.45 -0.600
C 3.503 -6.811 5.765 0.54 0.91 0.06 -1.573
C 2.889 -5.481 5.067 0.89 -2.36 0.76 1.537
N 1.444 -5.705 4.886 0.95 -3.80 2.80 -0.329
O 0.739 -4.825 4.142 -0.24 1.09 -0.46 2.669
C 3.290 -4.174 5.840 -0.47 -1.65 -0.15 -1.465
C 3.525 -5.516 3.686 -0.71 1.31 -0.53 -1.540
C 0.297 -5.108 7.130 1.67 0.25 -1.03 -1.506
H -1.061 -7.509 6.300 -0.20 0.09 -0.12 0.461
H -0.386 -7.503 4.635 0.15 -0.19 0.15 0.302
H -1.282 -6.112 5.176 -0.38 -0.13 0.11 0.317
H 0.990 -7.714 7.804 -0.79 0.41 -0.12 0.340
H 1.176 -8.308 6.176 0.80 -0.28 0.00 0.442
H 3.370 -8.060 7.579 0.22 0.10 -0.07 0.436
H 3.025 -6.314 7.759 -0.16 -0.18 0.39 0.312
H 3.511 -7.680 5.107 -0.73 0.11 -0.41 0.414
H 4.577 -6.651 5.854 0.19 0.55 0.16 0.509
H 3.173 -4.336 6.911 0.06 0.11 0.00 0.516
H 4.345 -3.983 5.643 -0.17 0.45 -0.09 0.451
H 2.599 -3.382 5.549 0.46 0.39 -0.12 -0.061
H 3.216 -4.532 3.333 0.57 0.18 -0.95 -0.083
H 4.607 -5.642 3.638 -0.05 0.30 0.38 0.581
H 3.078 -6.228 2.993 -0.14 -0.23 0.35 0.176
H -0.264 -5.335 8.036 -0.39 -0.47 -0.50 0.469
H -0.074 -4.223 6.614 -0.66 -0.07 0.02 0.075
H 1.257 -4.744 7.494 0.13 -0.06 0.29 0.350
H 0.990 -3.968 4.495 -0.31 1.17 -0.44 -1.210
C -3.120 6.874 3.031 -0.53 0.00 -0.57 -1.702
C -3.537 6.647 1.534 0.73 0.21 0.38 1.651
C -2.448 7.101 0.598 1.68 0.51 0.14 -1.771
C -1.205 6.225 0.507 -0.68 -1.59 0.16 -0.203
C -1.560 4.748 0.208 1.34 0.79 0.21 0.575
C -2.707 4.208 1.068 -0.18 0.60 -0.22 2.567
N -3.750 5.226 1.235 0.35 1.37 -1.50 0.366
O -4.790 4.755 2.001 -1.07 -0.70 0.69 -0.497
C -3.314 3.075 0.266 -0.40 -0.53 0.26 -1.728
C -2.157 3.740 2.432 -0.38 0.13 -0.54 -1.258
C -4.786 7.490 1.124 -0.18 -1.12 1.57 -2.114
H -2.040 6.797 3.155 -0.01 -0.26 0.02 0.225
H -3.640 6.141 3.648 0.16 -0.02 0.09 0.261
H -3.394 7.858 3.410 -0.13 0.13 -0.20 0.538
H -2.909 7.285 -0.372 0.38 0.07 -0.18 0.335
H -1.970 7.991 1.007 -0.82 0.82 -0.22 0.570
H -0.686 6.131 1.461 -0.12 0.65 0.41 -0.027
H -0.451 6.653 -0.154 -0.19 -0.15 -0.33 0.173
H -0.679 4.205 0.549 0.13 -0.43 -0.23 -0.436
H -1.608 4.545 -0.862 -0.65 0.04 -0.02 -0.716
H -3.721 3.381 -0.697 0.43 0.37 -0.15 0.797
H -2.512 2.349 0.129 -0.31 -0.31 -0.18 -0.324
H -4.181 2.627 0.751 0.26 -0.30 0.39 0.385
H -1.497 4.519 2.813 0.00 -0.14 0.24 -0.114
H -2.998 3.583 3.108 0.13 -0.04 0.15 0.781
H -1.605 2.807 2.318 0.10 -0.05 0.05 -0.039
H -5.109 7.229 0.116 0.14 0.32 -0.04 0.438
H -4.667 8.554 1.326 0.50 0.03 -0.57 0.382
H -5.587 7.240 1.820 -0.31 -0.26 -0.09 0.488
H -5.507 4.758 1.362 -0.41 -0.23 0.23 0.372
C -0.220 4.336 -3.698 0.78 0.25 -0.97 -1.775
C -0.353 2.929 -4.326 -0.18 -0.06 2.14 2.469
C -1.649 2.897 -5.108 0.33 -0.87 0.67 -0.775
C -1.559 3.559 -6.436 -1.06 -0.28 -0.47 -1.396
C -0.527 2.826 -7.283 -0.45 0.94 0.50 -1.367
C 0.865 2.783 -6.579 -0.10 1.32 -0.89 1.183
N 0.744 2.466 -5.141 -1.52 -0.69 -1.82 0.503
O 1.926 2.295 -4.447 0.76 0.80 0.01 1.430
C 1.641 1.722 -7.343 0.34 -0.10 0.27 -1.654
C 1.507 4.189 -6.858 -0.42 -0.13 0.36 -1.573
C -0.461 1.937 -3.150 -0.53 -0.14 0.56 -1.188
H -1.028 4.574 -3.006 -0.03 -0.13 -0.11 0.307
H -0.228 5.030 -4.539 -0.23 0.40 0.19 0.592
H 0.734 4.518 -3.204 0.08 -0.26 0.20 -0.185
H -1.862 1.841 -5.272 -0.18 -0.13 -0.14 -0.496
H -2.452 3.271 -4.473 0.01 0.19 0.00 0.705
H -1.455 4.642 -6.365 0.43 0.02 -0.07 0.479
H -2.547 3.394 -6.865 -0.10 0.23 -0.45 0.490
H -0.472 3.347 -8.238 0.58 0.11 -0.01 0.511
H -0.948 1.870 -7.595 0.25 -0.47 0.60 0.298
H 2.649 1.606 -6.943 -0.06 -0.34 0.15 0.163
H 1.052 0.805 -7.330 0.35 -0.29 0.24 0.132
H 1.769 1.970 -8.396 -0.16 0.36 0.00 0.457
H 1.223 4.509 -7.860 0.71 -0.26 -0.31 0.426
H 1.094 5.008 -6.270 -0.14 -0.28 0.52 0.257
H 2.580 4.183 -6.665 0.03 -0.01 -0.33 0.325
H 0.407 1.954 -2.491 0.26 0.01 -0.22 0.609
H -0.676 0.905 -3.426 0.28 0.05 -0.43 -0.334
H -1.288 2.162 -2.476 -0.27 0.52 -0.09 -0.120
H 1.915 1.367 -4.200 0.21 -0.24 0.10 -0.714
C -2.778 -4.080 -5.326 -0.33 1.43 -0.46 -1.698
C -1.298 -4.306 -5.030 0.79 -1.46 -0.60 2.083
C -0.477 -4.638 -6.344 0.61 -0.48 0.42 -1.538
C 0.027 -3.448 -7.169 -0.10 0.35 1.30 -0.697
C 0.742 -2.411 -6.249 -1.20 -0.92 -1.40 -0.918
C -0.132 -1.986 -5.103 0.35 0.87 1.09 1.178
N -0.561 -3.233 -4.372 0.97 1.22 -2.16 0.613
O -1.150 -2.921 -3.177 -0.71 0.38 1.32 1.105
C 0.844 -1.186 -4.163 -0.21 -0.22 0.02 -0.404
C -1.209 -0.974 -5.605 -0.24 -0.99 0.15 -0.248
C -1.187 -5.508 -4.073 -0.63 -1.11 -0.18 -2.056
H -3.401 -4.876 -5.734 0.67 -0.59 0.08 0.486
H -2.800 -3.309 -6.096 -0.34 0.19 -0.05 0.364
H -3.343 -3.695 -4.478 0.26 0.09 0.24 0.079
H 0.364 -5.239 -5.998 0.43 0.23 0.17 0.483
H -0.937 -5.341 -7.038 -0.84 0.06 0.26 0.364
H -0.864 -3.031 -7.639 0.17 0.41 -0.27 0.285
H 0.737 -3.747 -7.940 -0.22 -0.24 -0.09 0.577
H 0.899 -1.514 -6.847 0.71 -0.04 0.05 -0.123
H 1.650 -2.874 -5.864 0.19 0.22 -0.16 0.473
H 0.450 -0.877 -3.195 -0.24 -0.53 0.09 -0.229
H 1.766 -1.753 -4.038 -0.03 -0.13 0.26 0.130
H 1.138 -0.234 -4.605 -0.17 -0.11 -0.65 -0.456
H -0.790 -0.169 -6.208 0.42 0.09 0.33 -0.601
H -1.907 -1.461 -6.287 -0.24 -0.08 0.19 0.432
H -1.749 -0.545 -4.761 -0.11 -0.06 -0.06 -0.416
H -0.208 -5.843 -3.729 0.40 0.60 -0.27 0.293
H -1.599 -6.379 -4.583 -0.07 -0.14 -0.25 0.580
H -1.806 -5.445 -3.177 -0.11 0.53 0.01 0.076
H -0.540 -3.347 -2.571 -0.01 0.21 0.83 -0.526
C 7.034 -0.163 -5.111 0.14 -1.20 -0.62 -1.982
C 5.771 -0.089 -4.217 1.04 0.74 -0.07 1.854
C 5.365 -1.503 -3.685 0.66 -0.69 -0.28 -0.598
C 6.151 -2.066 -2.475 0.18 0.67 -1.14 -1.122
C 6.113 -1.084 -1.370 0.01 1.14 0.53 -0.246
C 6.563 0.376 -1.750 0.92 -1.14 -0.28 1.491
N 6.026 0.809 -3.084 -1.23 -1.56 1.73 1.191
O 6.280 2.152 -3.413 0.27 -0.62 0.14 -0.692
C 5.974 1.249 -0.614 0.74 -0.06 -0.61 -1.472
C 8.138 0.369 -1.771 -1.15 1.31 -0.20 -1.972
C 4.681 0.538 -5.117 -0.34 -0.86 1.45 -1.978
H 7.806 -0.813 -4.699 0.42 0.65 0.64 0.375
H 7.383 0.801 -5.482 0.18 0.14 0.72 0.320
H 6.898 -0.716 -6.040 -0.86 -0.09 -0.27 0.500
H 4.295 -1.590 -3.493 -0.16 0.27 -0.10 -0.628
H 5.655 -2.197 -4.473 -0.63 0.00 -0.49 0.567
H 7.165 -2.244 -2.835 0.35 0.22 0.18 0.588
H 5.860 -3.049 -2.105 -0.63 -0.06 -0.36 0.441
H 6.712 -1.474 -0.547 0.37 0.43 0.16 0.411
H 5.122 -0.995 -0.924 -0.43 -0.25 -0.29 -0.676
H 6.485 1.027 0.323 0.01 -0.17 0.03 0.317
H 6.108 2.318 -0.782 -0.14 -0.02 -0.18 0.474
H 4.925 0.976 -0.505 -0.08 0.38 0.00 0.108
H 8.591 -0.297 -2.505 -0.30 -0.36 0.23 0.269
H 8.373 1.369 -2.136 0.47 0.18 0.23 0.475
H 8.536 0.228 -0.766 0.12 -0.09 -0.11 0.429
H 4.525 -0.155 -5.943 0.04 0.55 -0.43 0.601
H 4.901 1.587 -5.320 0.22 -0.32 -0.62 0.442
H 3.754 0.558 -4.545 -0.14 -0.09 0.08 0.030
H 5.468 2.540 -3.079 -0.29 0.68 -0.05 0.083
C -0.143 -6.296 -0.437 -0.38 0.15 -1.11 -1.284
C 0.012 -6.387 1.039 0.30 -0.59 0.28 1.761
C 0.692 -7.661 1.523 -1.05 -0.16 -0.92 -1.566
O 0.926 -5.399 1.432 0.26 1.11 -0.41 0.531
H 0.771 -6.566 -0.966 0.14 0.13 0.11 0.492
H -0.415 -5.268 -0.680 0.13 0.09 -0.19 -0.199
H -0.929 -6.893 -0.899 -0.14 -0.32 0.45 0.559
H -0.936 -6.126 1.509 -0.34 -0.56 0.21 -0.795
H 0.086 -8.524 1.246 0.06 -0.30 0.42 0.350
H 0.896 -7.582 2.591 0.01 -0.35 0.00 0.362
H 1.610 -7.702 0.937 0.21 -0.17 0.29 0.369
H 0.955 -5.544 2.381 0.46 0.97 0.60 -1.067
C 3.203 -3.593 0.057 1.65 0.17 -1.25 -1.556
C 2.372 -3.320 -1.235 0.60 -0.78 2.58 2.313
C 2.490 -4.363 -2.278 0.95 -0.83 -0.09 -1.334
O 1.113 -3.263 -0.644 -2.91 1.22 -1.02 1.975
H 3.220 -4.598 0.478 -0.33 -0.49 -0.83 0.506
H 2.820 -3.048 0.919 0.35 0.76 -0.37 -0.338
H 4.222 -3.363 -0.254 0.45 0.24 0.89 0.484
H 2.650 -2.386 -1.723 -0.23 0.49 0.50 -1.144
H 1.991 -4.114 -3.215 -0.15 -0.10 0.05 -0.070
H 2.209 -5.340 -1.886 -0.31 0.02 -0.19 0.316
H 3.566 -4.442 -2.436 0.17 -0.09 -0.57 0.413
H 1.054 -4.007 -0.039 -0.11 -0.32 0.44 -1.424
C 0.146 0.052 4.929 1.23 -0.67 1.21 -0.334
C 0.245 -1.482 4.952 -0.14 -0.41 -2.09 0.682
C -0.997 -2.123 4.364 -0.73 -0.37 0.95 -1.104
O 1.317 -1.936 4.087 0.69 0.19 1.40 1.469
H 0.255 0.497 3.940 -0.62 -0.27 -0.11 -1.170
H 1.029 0.392 5.470 0.12 0.31 0.04 0.002
H -0.695 0.419 5.517 -0.27 0.01 -0.41 0.638
H 0.459 -1.883 5.943 0.03 0.24 0.14 0.679
H -1.097 -1.943 3.294 -0.28 0.74 0.21 -0.358
H -1.794 -1.773 5.020 -0.72 0.17 -0.64 0.744
H -1.056 -3.210 4.416 0.48 -0.15 0.38 0.085
H 1.095 -1.571 3.227 -0.05 -0.06 -0.85 -0.982
C -3.933 -0.281 2.525 2.33 1.02 -0.52 0.754
C -5.340 -0.351 2.914 -0.46 0.44 0.44 0.952
C -5.868 0.976 3.532 -0.21 -1.41 0.17 -1.764
O -6.072 -0.683 1.756 -0.79 0.92 0.11 -0.528
H -3.824 0.531 1.806 0.08 -0.12 -0.47 -0.525
H -3.548 -1.208 2.102 -0.18 -0.05 -0.14 -0.832
H -3.224 0.002 3.304 -0.16 -0.11 0.52 0.535
H -5.373 -1.147 3.658 -0.67 -0.14 0.35 -0.014
H -5.864 1.831 2.856 0.10 -0.17 -0.13 0.143
H -5.319 1.211 4.444 0.27 0.10 -0.12 0.425
H -6.881 0.755 3.870 -0.22 0.32 -0.19 0.504
H -6.070 -1.632 1.611 0.23 -0.20 0.19 0.293
C 4.960 -0.548 5.219 -0.18 1.65 0.23 -1.431
C 4.914 -1.003 3.752 0.67 2.55 1.04 2.489
C 6.065 -0.436 2.918 -0.69 -0.11 0.29 -1.477
O 5.025 -2.342 3.639 -0.20 -3.13 -0.23 -0.765
H 4.733 0.515 5.289 -0.48 0.31 -0.43 0.138
H 5.928 -0.484 5.715 0.38 -1.03 -0.26 0.467
H 4.220 -0.969 5.901 0.03 -0.56 -0.25 0.227
H 3.965 -0.679 3.327 -0.23 0.28 -0.11 -0.857
H 5.846 0.594 2.637 0.29 0.00 -0.11 0.253
H 6.092 -1.110 2.062 0.27 0.41 -0.33 0.254
H 7.005 -0.514 3.465 0.03 0.10 -0.05 0.421
H 4.158 -2.704 3.835 -0.02 -0.38 0.12 -0.011
C 2.054 -0.053 0.303 -0.49 1.00 0.29 -0.182
C 0.686 0.063 1.019 0.54 0.45 -0.41 1.792
C -0.457 0.470 0.105 0.38 -0.02 -0.68 0.534
O 0.365 -1.199 1.577 -0.06 0.01 0.32 1.048
H 2.440 0.957 0.166 0.18 0.09 -0.09 -0.220
H 1.991 -0.495 -0.691 -0.20 -0.22 0.05 -0.368
H 2.771 -0.602 0.914 -0.05 -0.05 0.01 -0.184
H 0.773 0.765 1.848 0.09 0.02 0.13 -0.361
H -0.366 1.418 -0.425 0.38 0.34 0.46 -0.431
H -1.424 0.466 0.608 0.07 -0.31 0.02 -0.462
H -0.404 -0.244 -0.717 -0.62 -0.37 -0.07 -0.254
H 0.564 -1.800 0.855 -0.06 -0.93 -0.24 -1.086
```
Positions in Å, forces in eV/Å.

Computed properties:
Energy relative to the best compared isomer or geometry (same formula, charge and spin) in eV: 4.415
Charge: 0
HOMO-LUMO gap in hartree: 0.300
DFT total energy in Ha: -5524.2973
Highest occupied orbital energy in eV: -7.7